<P>
{
  "formula": "C50H60BaFN7O3S",
  "method": "ωB97M-V with the def2-TZVPD basis set",
  "elements": ["Ba", "C", "C", "C", "C", "C", "C", "C", "C", "C", "C", "C", "C", "N", "C", "C", "N", "C", "C", "C", "C", "C", "C", "C", "C", "C", "C", "C", "C", "H", "H", "H", "H", "H", "H", "H", "H", "H", "H", "H", "H", "H", "H", "H", "H", "H", "H", "H", "H", "H", "H", "H", "H", "H", "H", "H", "H", "H", "H", "H", "H", "H", "H", "H", "H", "C", "C", "C", "C", "C", "C", "C", "S", "O", "O", "N", "C", "C", "C", "C", "C", "N", "H", "H", "H", "H", "H", "H", "H", "H", "H", "H", "H", "C", "N", "C", "C", "C", "N", "C", "O", "N", "H", "H", "H", "H", "H", "H", "H", "F", "C", "C", "C", "C", "C", "C", "C", "H", "H", "H", "H", "H", "H"],
  "coordinates": [[0.19, 0.44, -0.14], [1.18, 4.73, 1.15], [0.33, 4.34, -0.06], [0.88, 4.98, -1.33], [-1.13, 4.62, 0.21], [-1.70, 5.85, -0.09], [-3.04, 6.11, 0.20], [-3.81, 5.08, 0.72], [-3.28, 3.83, 1.01], [-4.25, 2.69, 1.29], [-5.13, 2.44, 0.07], [-5.10, 2.91, 2.54], [-1.88, 3.59, 0.86], [-1.25, 2.44, 1.24], [-1.65, 1.91, 2.47], [-1.59, 0.64, 2.92], [-1.24, -0.51, 2.20], [-1.39, -1.69, 2.87], [-1.86, -2.82, 2.11], [-2.22, -4.01, 2.70], [-2.11, -4.21, 4.08], [-1.55, -3.18, 4.81], [-1.14, -1.96, 4.26], [-0.34, -1.12, 5.27], [-1.18, -0.25, 6.22], [0.85, -0.34, 4.71], [-2.11, -2.65, 0.62], [-3.54, -2.19, 0.36], [-1.78, -3.89, -0.20], [2.21, 4.40, 1.04], [0.77, 4.28, 2.06], [1.17, 5.82, 1.27], [0.33, 3.26, -0.17], [0.92, 6.07, -1.25], [0.26, 4.73, -2.20], [1.89, 4.63, -1.53], [-1.09, 6.62, -0.54], [-3.48, 7.08, -0.03], [-4.88, 5.24, 0.87], [-3.66, 1.79, 1.45], [-5.77, 3.29, -0.15], [-5.78, 1.56, 0.23], [-4.51, 2.25, -0.81], [-5.71, 3.82, 2.45], [-4.47, 3.01, 3.42], [-5.78, 2.07, 2.70], [-2.03, 2.63, 3.21], [-1.97, 0.49, 3.92], [-2.61, -4.81, 2.08], [-2.39, -5.14, 4.54], [-1.37, -3.33, 5.87], [0.11, -1.88, 5.92], [-1.57, 0.64, 5.74], [-0.56, 0.07, 7.06], [-2.02, -0.82, 6.62], [0.55, 0.58, 4.21], [1.42, -0.94, 4.01], [1.52, -0.06, 5.54], [-1.49, -1.82, 0.30], [-4.25, -2.96, 0.68], [-3.70, -2.00, -0.71], [-3.75, -1.28, 0.92], [-2.48, -4.71, 0.00], [-0.78, -4.27, 0.02], [-1.83, -3.66, -1.27], [1.64, -7.84, -3.13], [1.34, -6.37, -3.15], [0.81, -5.75, -4.28], [0.50, -4.40, -4.28], [0.73, -3.64, -3.14], [1.27, -4.23, -2.01], [1.57, -5.59, -2.02], [0.31, -1.91, -3.12], [-1.04, -1.80, -2.59], [0.48, -1.47, -4.49], [1.23, -1.23, -2.06], [2.56, -0.92, -2.27], [3.36, -1.36, -3.35], [4.68, -0.97, -3.38], [5.19, -0.16, -2.37], [4.34, 0.22, -1.35], [3.06, -0.13, -1.30], [1.68, -8.24, -4.15], [0.87, -8.39, -2.59], [2.60, -8.05, -2.65], [0.63, -6.34, -5.17], [0.10, -3.92, -5.16], [1.46, -3.63, -1.13], [2.00, -6.04, -1.13], [2.93, -1.97, -4.13], [5.32, -1.30, -4.19], [6.23, 0.14, -2.35], [4.69, 0.83, -0.52], [-2.62, 0.65, -4.24], [-1.28, 1.23, -4.16], [-0.46, 1.31, -5.23], [0.82, 1.70, -5.12], [1.30, 1.92, -3.79], [0.52, 1.84, -2.74], [-0.80, 1.52, -2.89], [-1.55, 1.42, -1.92], [2.60, 2.22, -3.58], [-2.88, 0.54, -5.29], [-3.33, 1.31, -3.74], [-2.62, -0.32, -3.75], [-0.90, 1.04, -6.18], [1.47, 1.76, -5.97], [3.27, 1.92, -4.27], [2.91, 2.13, -2.62], [7.38, -0.56, 1.61], [6.08, -0.09, 1.71], [5.04, -0.98, 1.85], [3.74, -0.51, 1.96], [3.41, 0.88, 1.92], [2.09, 1.37, 1.97], [4.55, 1.75, 1.80], [5.85, 1.27, 1.70], [5.24, -2.04, 1.87], [2.93, -1.23, 2.07], [1.94, 2.43, 2.13], [1.31, 0.74, 2.39], [4.38, 2.82, 1.80], [6.68, 1.96, 1.62]],
  "mol_weight_g_mol": 995.47,
  "homo_energy_ev": 0.17,
  "charge": -2
}

=====

<Q>
{
  "formula": "C50H60BaFN7O3S",
  "method": "ωB97M-V with the def2-TZVPD basis set",
  "elements": ["Ba", "C", "C", "C", "C", "C", "C", "C", "C", "C", "C", "C", "C", "N", "C", "C", "N", "C", "C", "C", "C", "C", "C", "C", "C", "C", "C", "C", "C", "H", "H", "H", "H", "H", "H", "H", "H", "H", "H", "H", "H", "H", "H", "H", "H", "H", "H", "H", "H", "H", "H", "H", "H", "H", "H", "H", "H", "H", "H", "H", "H", "H", "H", "H", "H", "C", "C", "C", "C", "C", "C", "C", "S", "O", "O", "N", "C", "C", "C", "C", "C", "N", "H", "H", "H", "H", "H", "H", "H", "H", "H", "H", "H", "C", "N", "C", "C", "C", "N", "C", "O", "N", "H", "H", "H", "H", "H", "H", "H", "F", "C", "C", "C", "C", "C", "C", "C", "H", "H", "H", "H", "H", "H"],
  "coordinates": [[-0.14, -0.44, -0.35], [-3.74, -0.13, -3.29], [-3.67, -0.89, -1.97], [-3.79, -2.39, -2.22], [-4.69, -0.42, -0.95], [-6.04, -0.57, -1.18], [-7.00, -0.20, -0.25], [-6.54, 0.26, 0.97], [-5.20, 0.43, 1.25], [-4.78, 0.63, 2.70], [-5.16, -0.60, 3.54], [-5.35, 1.90, 3.34], [-4.20, 0.23, 0.24], [-2.91, 0.60, 0.36], [-2.77, 1.78, 1.08], [-1.66, 2.36, 1.62], [-0.38, 1.86, 1.70], [0.46, 2.64, 2.45], [1.47, 1.99, 3.24], [2.15, 2.64, 4.24], [1.97, 3.99, 4.50], [1.14, 4.67, 3.63], [0.44, 4.08, 2.58], [-0.12, 5.11, 1.59], [-1.44, 5.78, 1.99], [-0.14, 4.70, 0.13], [1.69, 0.50, 3.03], [0.99, -0.33, 4.10], [3.17, 0.14, 2.93], [-2.93, -0.43, -3.96], [-3.65, 0.94, -3.13], [-4.69, -0.32, -3.80], [-2.72, -0.64, -1.48], [-4.77, -2.61, -2.66], [-3.73, -2.96, -1.29], [-3.03, -2.75, -2.91], [-6.35, -1.00, -2.13], [-8.06, -0.31, -0.46], [-7.26, 0.45, 1.77], [-3.69, 0.70, 2.72], [-6.25, -0.71, 3.61], [-4.77, -0.51, 4.56], [-4.77, -1.51, 3.09], [-6.44, 1.86, 3.38], [-5.06, 2.78, 2.77], [-4.98, 2.02, 4.36], [-3.69, 2.36, 1.19], [-1.84, 3.30, 2.13], [2.85, 2.07, 4.85], [2.50, 4.50, 5.30], [1.08, 5.75, 3.71], [0.63, 5.92, 1.65], [-2.31, 5.17, 1.75], [-1.56, 6.72, 1.45], [-1.47, 6.00, 3.06], [-0.95, 4.01, -0.10], [0.79, 4.22, -0.17], [-0.28, 5.58, -0.50], [1.16, 0.30, 2.10], [1.44, -0.14, 5.08], [1.07, -1.39, 3.89], [-0.06, -0.06, 4.16], [3.66, 0.29, 3.89], [3.68, 0.78, 2.21], [3.30, -0.90, 2.65], [8.41, -1.39, 0.85], [6.96, -1.72, 0.65], [6.47, -3.00, 0.93], [5.13, -3.29, 0.76], [4.26, -2.30, 0.32], [4.73, -1.03, 0.02], [6.08, -0.75, 0.19], [2.52, -2.67, 0.14], [1.84, -2.34, 1.38], [2.47, -4.07, -0.27], [1.94, -1.65, -0.90], [2.22, -1.71, -2.27], [3.16, -2.57, -2.85], [3.34, -2.48, -4.22], [2.59, -1.55, -4.95], [1.70, -0.74, -4.27], [1.52, -0.81, -2.96], [9.02, -2.30, 0.93], [8.55, -0.82, 1.77], [8.81, -0.79, 0.03], [7.15, -3.77, 1.28], [4.75, -4.28, 0.96], [4.05, -0.27, -0.33], [6.44, 0.24, -0.04], [3.70, -3.29, -2.27], [4.06, -3.12, -4.71], [2.72, -1.43, -6.02], [1.13, 0.04, -4.77], [-0.83, -4.75, 1.77], [-0.86, -4.53, 0.33], [-0.56, -5.51, -0.57], [-0.44, -5.25, -1.89], [-0.57, -3.88, -2.29], [-0.84, -2.92, -1.43], [-0.99, -3.22, -0.11], [-1.23, -2.33, 0.70], [-0.43, -3.53, -3.60], [-1.05, -5.80, 1.95], [-1.58, -4.12, 2.23], [0.15, -4.48, 2.15], [-0.44, -6.50, -0.16], [-0.22, -6.03, -2.60], [0.09, -4.14, -4.21], [-0.34, -2.55, -3.79], [3.32, 2.84, -5.93], [2.33, 2.64, -4.97], [2.66, 2.64, -3.62], [1.68, 2.46, -2.67], [0.31, 2.24, -3.01], [-0.67, 1.97, -2.06], [0.04, 2.27, -4.42], [1.01, 2.47, -5.36], [3.69, 2.80, -3.32], [1.97, 2.47, -1.62], [-1.70, 1.90, -2.41], [-0.56, 2.26, -1.03], [-0.99, 2.14, -4.74], [0.75, 2.50, -6.42]],
  "mol_weight_g_mol": 995.47,
  "homo_energy_ev": 0.49,
  "charge": -2
}

=====

Stability order, top to bottom: <P>, <Q>

=====

<P>
{
  "formula": "C3H9N2O2S",
  "method": "ωB97M-V with the def2-TZVPD basis set",
  "elements": ["N", "C", "C", "S", "C", "N", "O", "H", "H", "H", "H", "H", "H", "H", "H", "H", "O"],
  "coordinates": [[0.55, 1.59, 0.93], [-0.33, 0.40, 0.87], [-1.11, 0.21, -0.41], [-1.80, 1.80, -1.03], [0.55, -0.82, 1.10], [1.95, -0.82, 0.81], [0.01, -1.86, 1.39], [-0.12, 2.40, 1.02], [1.05, 1.74, 0.10], [-1.01, 0.58, 1.78], [-0.41, -0.31, -1.03], [-1.81, -0.63, -0.27], [2.30, 0.06, 0.41], [2.68, -1.48, 1.21], [0.47, -2.35, -1.83], [1.56, -1.38, -1.45], [1.47, -2.09, -2.01]],
  "mol_weight_g_mol": 137.18,
  "homo_energy_ev": -2.90,
  "charge": -1
}

=====

<Q>
{
  "formula": "C3H9N2O2S",
  "method": "ωB97M-V with the def2-TZVPD basis set",
  "elements": ["C", "N", "C", "C", "S", "N", "O", "O", "H", "H", "H", "H", "H", "H", "H", "H", "H"],
  "coordinates": [[-0.67, -1.83, -0.58], [0.10, -0.72, -0.97], [1.36, -0.65, -0.13], [-0.35, 0.65, -1.04], [-0.78, 1.21, 0.70], [0.69, 1.90, 0.90], [-1.80, 2.26, 0.57], [-0.90, 0.39, 1.94], [-0.20, -2.78, -0.92], [-0.94, -1.94, 0.47], [-1.56, -1.81, -1.28], [1.85, -1.58, -0.29], [1.76, 0.19, -0.48], [0.90, -0.64, 0.84], [-1.50, 0.74, -1.57], [0.93, 2.34, 1.74], [1.12, 2.28, 0.09]],
  "mol_weight_g_mol": 137.18,
  "homo_energy_ev": -2.84,
  "smiles": "CN(C)C=[S@@](N)(=O)[O-]",
  "charge": -1
}

=====

Stability order, top to bottom: <P>, <Q>

=====

<P>
{
  "formula": "C8H16NO",
  "method": "ωB97M-V with the def2-TZVPD basis set",
  "elements": ["C", "N", "C", "C", "C", "C", "C", "C", "C", "O", "H", "H", "H", "H", "H", "H", "H", "H", "H", "H", "H", "H", "H", "H", "H", "H"],
  "coordinates": [[1.80, -0.70, 1.12], [1.46, 0.44, 0.23], [2.54, 0.61, -0.84], [0.14, 0.46, -0.39], [-0.36, -0.81, -1.09], [-1.51, -1.38, -0.31], [-2.25, -0.40, 0.62], [-2.33, 1.08, 0.14], [-0.92, 1.58, 0.29], [-0.14, 1.71, -0.88], [1.51, -1.73, 0.86], [2.97, -0.78, 1.20], [1.77, -0.47, 2.17], [1.61, 1.28, 0.86], [2.26, 1.39, -1.46], [3.48, 0.74, -0.31], [2.47, -0.24, -1.47], [0.45, -1.59, -1.17], [-0.73, -0.58, -2.10], [-1.09, -2.19, 0.28], [-2.15, -1.91, -1.01], [-3.26, -0.92, 0.83], [-1.71, -0.38, 1.53], [-2.60, 1.09, -0.93], [-2.99, 1.59, 0.80], [-0.41, 2.13, 1.04]],
  "mol_weight_g_mol": 142.22,
  "homo_energy_ev": -13.67,
  "smiles": "C[NH+](C)[C@@]12CCCC[C@@H]1O2",
  "charge": 1
}

=====

<Q>
{
  "formula": "C8H16NO",
  "method": "ωB97M-V with the def2-TZVPD basis set",
  "elements": ["C", "C", "C", "C", "C", "C", "C", "C", "N", "O", "H", "H", "H", "H", "H", "H", "H", "H", "H", "H", "H", "H", "H", "H", "H", "H"],
  "coordinates": [[-2.39, -0.89, -1.55], [-2.43, -0.36, -0.36], [2.24, -1.66, -0.58], [0.72, -0.40, 1.92], [1.27, 1.84, -0.95], [0.80, -1.13, -0.48], [-2.18, 0.12, 0.85], [0.74, -0.03, 0.58], [-1.75, 1.52, 1.13], [0.80, 1.38, 0.29], [-1.38, -1.30, -1.83], [3.03, -0.95, -1.06], [2.27, -2.48, -1.17], [2.67, -1.70, 0.45], [0.38, -1.37, 2.22], [0.85, 0.29, 2.73], [-3.30, -1.02, -2.14], [0.24, 1.69, -1.56], [2.10, 1.36, -1.46], [1.45, 2.90, -0.90], [0.50, -0.69, -1.46], [0.33, -2.08, -0.28], [-2.18, -0.40, 1.79], [-0.68, 1.51, 1.01], [-1.92, 1.64, 2.20], [-2.19, 2.19, 0.61]],
  "mol_weight_g_mol": 142.22,
  "homo_energy_ev": -12.57,
  "charge": 1
}

=====

Stability order, top to bottom: <P>, <Q>

=====

<P>
{
  "formula": "CH3Cl2P",
  "method": "ωB97M-V with the def2-TZVPD basis set",
  "elements": ["C", "P", "Cl", "H", "H", "Cl", "H"],
  "coordinates": [[0.13, -1.20, -1.92], [0.40, -0.88, -0.30], [1.56, 0.78, -0.34], [0.68, -0.44, -2.51], [-0.33, -2.07, -2.32], [1.17, 1.59, 2.79], [1.76, 1.76, 1.66]],
  "mol_weight_g_mol": 116.91,
  "homo_energy_ev": -9.97,
  "smiles": "C=PCl.Cl"
}

=====

<Q>
{
  "formula": "CH3Cl2P",
  "method": "ωB97M-V with the def2-TZVPD basis set",
  "elements": ["C", "P", "Cl", "Cl", "H", "H", "H"],
  "coordinates": [[-0.54, 0.67, -0.92], [0.54, 1.73, 0.14], [-1.94, 0.21, 0.01], [3.20, -0.24, 0.04], [0.25, -0.15, -1.00], [-0.93, 0.97, -1.87], [0.35, 0.90, 1.19]],
  "mol_weight_g_mol": 116.91,
  "homo_energy_ev": [-10.56, -9.53]
}

=====

Stability order, top to bottom: <P>, <Q>